DFT (ωB97M-V with the def2-TZVPD basis set) results for a 3-piece molecular cluster, C24H51FIN6 overall at a distorted geometry.

Geometry as XYZ:
```
83
Properties=species:S:1:pos:R:3:forces:R:3
C 2.19638 -5.42830 -2.26971 -0.19 0.67 -0.90
C 1.75897 -3.92903 -1.94241 0.84 -0.48 1.86
I 1.59897 -2.66429 -3.72296 0.08 -0.62 0.76
C 0.44806 -3.84516 -0.99206 0.96 0.58 -0.05
C 0.58422 -2.51201 -0.16776 1.24 4.86 3.92
N 1.60954 -2.20586 0.76850 -1.11 1.03 -0.43
C 1.43099 -0.88178 1.31652 -2.73 -1.96 -3.17
N 2.19543 -0.27405 2.23466 1.77 -1.41 0.18
C 3.32031 -1.16966 2.69745 0.47 -1.08 1.17
C 2.69889 -2.24426 3.70309 0.34 -0.77 0.67
N 3.38683 -2.93040 4.56417 -1.78 1.31 -1.67
C 1.98431 1.06731 2.80065 -1.04 2.38 0.87
C 0.70741 1.17028 3.78554 0.82 -1.64 -0.83
F 3.07461 1.54029 3.59405 -1.10 -1.56 -1.44
N 0.26272 -0.35985 0.69958 1.77 -0.46 0.36
C -0.51328 0.87997 0.80306 -2.24 1.16 0.77
N -0.20877 -1.33180 -0.12353 -0.43 -5.10 -2.73
C -1.42027 -1.35734 -0.97768 -1.90 2.20 -0.76
C -1.21563 -0.75200 -2.44807 -0.65 -0.73 -0.85
N -2.34988 0.15594 -2.86597 -0.04 -0.83 0.44
H 2.67152 -5.42076 -3.30954 -0.84 -0.28 1.42
H 1.26113 -6.07015 -2.25513 1.37 0.47 -0.13
H 3.00769 -5.80552 -1.57148 -1.30 0.51 -0.55
H 2.59641 -3.47323 -1.31290 -1.13 -0.40 -1.13
H 0.48493 -4.70982 -0.25308 0.03 1.16 -0.82
H -0.49476 -3.93324 -1.60544 1.01 0.35 0.82
H 3.85196 -1.65885 1.81231 -1.09 0.63 1.15
H 4.11914 -0.62135 3.26923 -1.12 -0.13 -0.67
H 1.56410 -2.40093 3.67575 1.39 0.56 -0.37
H 2.68431 -3.50900 5.06441 0.82 0.23 -0.14
H 1.93380 1.80150 1.93811 0.06 -0.84 1.02
H 1.11998 1.01688 4.82720 -0.61 0.50 -1.13
H 0.09052 0.23180 3.55761 0.42 1.54 0.39
H 0.12435 2.12434 3.64467 0.75 -1.11 0.31
H -1.07241 1.17671 -0.15040 1.23 -0.78 1.00
H -1.34272 0.70700 1.57717 1.13 0.30 -1.00
H 0.03616 1.80225 1.13544 -0.11 -1.42 -0.46
H -2.24629 -0.72870 -0.49019 1.21 -0.90 -0.44
H -1.87770 -2.38951 -1.10390 1.09 1.18 0.73
H -1.25481 -1.63591 -3.17260 0.61 1.09 1.07
H -0.22672 -0.21627 -2.58043 -1.12 -0.66 0.38
H -2.65997 -0.10220 -3.81728 0.42 0.31 0.69
H -3.18644 -0.01761 -2.28968 0.55 0.09 -0.26
C -8.31758 -3.15417 -5.36161 -0.05 -0.14 0.03
C -8.39292 -2.77034 -3.88929 -0.01 0.09 -0.07
C -7.48931 -1.59222 -3.52303 -0.06 0.04 0.16
C -5.99128 -1.82788 -3.72794 0.03 -0.04 -0.20
C -5.40389 -3.01880 -2.97165 0.04 0.13 -0.05
C -5.50931 -2.88110 -1.46118 0.04 -0.23 0.08
H -7.31602 -3.48923 -5.64123 -0.04 0.02 -0.04
H -9.00993 -3.97218 -5.57330 0.06 0.06 -0.06
H -8.58949 -2.30897 -5.99882 0.05 -0.04 0.00
H -8.15596 -3.64133 -3.27005 0.00 0.04 0.01
H -9.42651 -2.49947 -3.65345 0.07 -0.02 0.06
H -7.67548 -1.31811 -2.47903 0.02 0.01 -0.04
H -7.78558 -0.72062 -4.11755 0.02 -0.06 0.03
H -5.45452 -0.91979 -3.42604 -0.01 0.00 0.00
H -5.78553 -1.95564 -4.79580 -0.02 0.02 0.04
H -4.34405 -3.10942 -3.23748 -0.04 -0.05 -0.08
H -5.88141 -3.94817 -3.29418 0.02 0.04 0.00
H -5.00275 -1.97249 -1.12056 -0.07 0.03 0.04
H -5.03660 -3.73714 -0.97215 -0.04 0.07 0.07
H -6.54709 -2.84410 -1.12407 0.08 0.05 0.00
C 5.54942 3.24407 2.14346 0.16 -0.04 -0.11
C 5.83258 4.29390 3.20992 -0.11 -0.03 0.07
C 4.63348 5.19584 3.50498 0.04 0.09 0.10
C 4.14516 6.04282 2.32733 -0.03 -0.06 -0.09
C 5.19263 6.97147 1.71107 -0.13 0.06 0.01
C 5.71223 8.02395 2.68147 0.13 0.02 -0.05
H 5.31507 3.70115 1.17895 0.01 -0.03 0.02
H 6.42508 2.60543 2.00218 -0.08 -0.01 -0.05
H 4.71123 2.60766 2.43784 0.07 0.08 -0.05
H 6.69877 4.89335 2.91426 -0.05 0.00 0.02
H 6.11620 3.78187 4.13481 0.02 0.07 -0.03
H 4.88571 5.85137 4.34482 -0.03 -0.02 -0.05
H 3.79952 4.57363 3.85193 0.05 0.00 0.00
H 3.29366 6.64507 2.66485 0.05 -0.01 -0.02
H 3.75378 5.38606 1.54220 0.01 0.00 0.03
H 4.74014 7.48259 0.85486 0.04 -0.08 0.01
H 6.03136 6.39199 1.31387 -0.04 -0.02 0.00
H 4.89418 8.64070 3.06275 0.05 -0.04 0.02
H 6.42414 8.68231 2.17819 -0.04 0.00 0.09
H 6.22682 7.57052 3.53172 -0.03 0.05 -0.01
```
Positions in Å, forces in eV/Å.

Calculated values
Total charge   +1
Calculated total energy   -1670.779691 hartree

***

DFT (ωB97M-V with the def2-TZVPD basis set) results for C24H51Hg2NO12S4 as an isolated structure at a distorted geometry.

Geometry as XYZ:
```
94
Properties=species:S:1:pos:R:3:forces:R:3
Hg -4.75538 -0.54863 -0.53532 0.40 1.20 -0.96
Hg -3.01353 0.74270 3.11201 1.00 0.09 -0.81
O -0.35031 0.30042 -0.20412 -0.24 0.47 0.47
C -1.63951 0.13976 0.06393 -1.00 -1.57 -0.35
O -2.37743 -0.35346 -0.78653 0.26 0.24 -0.24
O -2.00341 0.35661 1.28400 0.45 0.65 1.13
H 0.06898 0.63590 0.60893 0.22 0.18 -0.18
C -4.73476 1.68073 -2.29721 -0.71 -0.78 -0.49
O -5.00863 1.53667 -0.91727 0.08 -0.98 0.85
H -3.74875 1.30088 -2.58243 0.16 0.46 0.07
H -5.46213 1.08342 -2.86384 0.05 0.25 -0.21
H -4.90853 2.72476 -2.57383 0.32 0.06 0.23
C 4.71171 -0.57386 2.12368 0.13 0.81 -0.59
C 4.33680 -1.90266 2.72352 -0.26 -0.38 1.48
N 2.91926 -2.14479 3.02305 -0.50 0.34 -0.57
C 2.74007 -3.29168 3.91641 1.06 0.62 0.58
C 3.23239 -4.65360 3.45079 -0.12 -1.58 0.17
C 2.14257 -2.30469 1.77956 1.65 -0.26 0.42
C 0.65245 -2.30306 2.01777 0.17 -0.11 -2.17
H 5.78731 -0.57963 1.94352 -0.03 -0.02 -0.18
H 4.55513 0.27578 2.79756 -0.06 -0.35 0.41
H 4.22098 -0.23079 1.20978 0.01 -0.63 -0.22
H 4.69688 -2.82010 2.24365 0.36 0.49 -0.71
H 4.85286 -1.90693 3.69105 -0.08 -0.19 0.04
H 3.36314 -3.06018 4.78662 -0.16 0.12 0.08
H 1.72016 -3.33079 4.29685 -0.12 -0.10 -0.28
H 3.39937 -5.25557 4.34988 -0.11 0.10 0.07
H 2.54510 -5.27392 2.87015 -0.25 0.46 -0.16
H 4.19173 -4.74031 2.94003 0.00 0.67 -0.07
H 2.64729 -3.15962 1.30181 -1.07 -0.49 -0.21
H 2.43177 -1.53447 1.06050 -0.26 0.38 0.33
H 0.43797 -1.30229 2.38452 -0.60 -0.23 0.77
H 0.20504 -3.18553 2.46544 0.17 0.32 0.83
H 0.20585 -2.32154 1.01375 -0.02 0.09 0.00
C 2.47761 -1.60693 -4.66546 -0.15 0.15 -1.65
C 1.04385 -1.66662 -4.14698 -0.30 -0.02 0.22
C 1.09643 -1.36398 -2.65553 0.25 -0.12 0.83
S 2.80271 -1.85287 -2.11871 -1.06 0.21 -0.74
O 2.71461 -2.93539 -1.16834 0.19 0.12 0.03
O 3.49609 -0.63270 -1.78620 0.25 -0.19 0.16
C 3.30543 -2.45622 -3.74730 -0.24 -0.51 0.40
H 2.92270 -0.61824 -4.79825 -0.43 0.25 0.51
H 2.39456 -1.95498 -5.69964 0.60 -0.47 0.13
H 0.61708 -2.66936 -4.26125 0.56 -0.24 -0.01
H 0.37368 -1.10033 -4.79530 0.11 0.70 0.50
H 0.44584 -1.95625 -2.01126 -0.16 -0.14 -0.29
H 0.97296 -0.33210 -2.33334 0.17 0.14 -0.37
H 2.92700 -3.47894 -3.81395 0.26 -0.09 0.24
H 4.38733 -2.44600 -3.83913 0.00 0.21 -0.04
C -3.18738 -1.31801 -5.72326 -0.46 1.71 -0.66
C -4.09874 -2.49487 -6.10459 1.29 0.59 0.03
C -4.80873 -2.90901 -4.83770 -0.94 -1.25 0.32
S -3.69087 -2.53889 -3.47258 1.39 0.88 -1.29
O -3.16862 -3.70568 -2.83079 -0.41 -0.08 0.42
O -4.25041 -1.43403 -2.68921 -0.77 -0.24 0.70
C -2.41850 -1.72004 -4.47715 0.15 -1.15 -0.86
H -3.73695 -0.37799 -5.59250 -0.35 -0.27 0.43
H -2.58946 -1.04204 -6.59468 0.56 -0.40 0.28
H -3.38742 -3.25577 -6.43647 -0.38 -0.39 0.06
H -4.70339 -2.23563 -6.96838 -0.43 -0.09 0.27
H -5.01274 -3.98054 -4.77407 0.33 -0.06 -0.04
H -5.79488 -2.48000 -4.65957 0.27 0.62 0.01
H -1.71918 -2.48049 -4.83886 -0.10 -0.34 0.48
H -1.81626 -1.02368 -3.90170 -0.54 0.39 0.12
C -0.63953 6.14641 0.32490 -0.99 0.56 -1.16
C -0.53469 4.68163 0.75635 -0.15 -0.15 0.48
C -1.47516 3.81822 -0.08673 -1.10 0.64 -0.40
S -2.81068 4.96583 -0.65221 1.20 -0.06 0.88
O -4.03900 4.55824 -0.01305 -0.24 -0.12 -0.48
O -2.67499 5.21726 -2.06174 -0.40 -0.45 -0.16
C -2.15630 6.39165 0.20573 -0.42 -1.20 0.03
H -0.20710 6.32546 -0.66021 0.32 0.09 0.14
H -0.32742 6.90210 1.04119 0.75 -0.34 0.06
H -0.87639 4.73411 1.79702 -0.04 -0.61 0.02
H 0.42440 4.16838 0.74967 0.36 0.65 0.03
H -2.00131 3.05572 0.47701 0.06 -0.18 0.10
H -1.06292 3.38295 -0.99499 0.34 0.09 0.08
H -2.61878 6.25725 1.18537 -0.07 0.63 0.07
H -2.56427 7.21762 -0.37051 0.40 0.41 0.32
C 1.20947 2.56757 6.00729 -1.06 -0.37 0.72
C 2.08825 1.31326 5.73792 -0.65 0.88 0.24
C 1.76597 0.74121 4.34041 0.68 -0.21 0.75
S 0.40165 1.63356 3.62579 0.47 2.25 1.08
O -0.90835 1.00560 3.91322 -0.54 -0.86 0.18
O 0.69628 2.07109 2.28538 -0.49 -0.83 -0.28
C 0.52194 3.04847 4.74974 0.81 0.19 -1.02
H 1.70627 3.40465 6.49282 0.35 -0.15 -0.14
H 0.45507 2.24302 6.72836 -0.14 0.20 -0.08
H 1.85595 0.62094 6.54037 0.27 -0.29 -0.16
H 3.12734 1.62152 5.81231 0.13 -0.39 -0.21
H 1.59478 -0.33195 4.34731 0.07 -0.02 -0.36
H 2.62461 1.02455 3.73196 -0.31 -0.41 -0.62
H -0.41886 3.58185 4.86051 -0.17 -0.30 0.06
H 1.18698 3.69985 4.17275 -0.02 0.08 0.08
```
Positions in Å, forces in eV/Å.

Calculated values
Total charge   +2
Calculated total energy   -3801.450393 hartree

***

DFT (ωB97M-V with the def2-TZVPD basis set) results for C24H52AsF6N3O19P3 as an isolated structure at a distorted geometry.

Geometry as XYZ:
```
108
Properties=species:S:1:pos:R:3:forces:R:3
As -0.70744 0.23350 1.53993 -0.88 0.78 -0.86
F 0.14466 -0.81007 0.47032 0.13 -0.64 0.10
F 0.42186 0.12378 2.81217 0.70 -0.12 0.33
F -1.68118 1.29192 2.49195 0.00 0.61 0.46
F -1.93597 0.44854 0.31258 -0.10 -0.10 -0.47
F -1.59064 -1.09618 2.18602 -0.12 -0.58 0.14
F 0.20819 1.52669 0.84543 0.01 0.56 0.15
C 3.40967 -1.66505 -3.80095 -0.32 -0.21 -0.49
C 4.47230 -1.29318 -3.08339 0.20 -0.16 0.50
C 4.38983 -0.25744 -1.97419 -0.56 -0.09 -0.46
O 5.39575 0.01511 -1.34926 0.26 -0.19 -0.04
C 3.09220 0.33441 -1.77444 -0.28 0.45 0.18
C 1.99492 -0.15447 -2.37249 0.05 -0.65 0.10
C 2.06099 -1.21711 -3.45450 0.59 0.80 0.00
O 1.04616 -1.54310 -4.03212 -0.03 -0.16 0.13
O 0.80884 0.30784 -2.03992 -0.45 0.50 0.07
O 5.69184 -1.81587 -3.26551 -0.13 -0.23 -0.24
H 3.48758 -2.33394 -4.64885 0.08 -0.18 0.19
H 2.93843 1.15163 -1.08347 0.27 -0.05 0.08
H 0.08403 -0.27532 -2.30431 0.21 -0.18 -0.33
H 6.22918 -1.59884 -2.48747 0.00 0.45 0.04
C -3.62083 3.83256 -0.60214 0.27 -0.18 0.49
O -3.35770 4.75281 -1.34758 0.02 0.13 -0.22
N -4.62723 3.84395 0.30435 0.23 0.01 -0.16
C -5.29074 5.09071 0.60478 -0.44 -0.15 0.48
C -4.76698 2.78635 1.27277 -0.61 -0.14 0.75
H -3.01870 2.90769 -0.53321 -0.12 -0.02 -0.27
H -6.20514 4.85951 1.15665 0.02 0.01 -0.04
H -5.57954 5.64391 -0.28191 0.30 0.02 -0.15
H -4.66110 5.69210 1.26765 -0.03 0.22 -0.18
H -4.62400 3.13271 2.30386 0.31 0.22 -0.15
H -5.79955 2.41727 1.27731 0.11 -0.20 -0.26
H -4.06913 1.96989 1.12038 0.09 -0.04 -0.26
C 4.01233 0.14767 3.55981 -0.08 0.08 -0.21
O 4.58857 -0.86309 3.20997 0.14 -0.19 -0.04
N 3.83649 1.25401 2.80749 -0.14 0.33 0.26
C 2.91250 2.26994 3.26676 -0.02 0.41 0.91
C 4.10630 1.27916 1.37464 -0.35 -0.72 0.55
H 3.55335 0.24573 4.55882 0.10 0.04 0.05
H 1.87882 2.03782 3.00423 0.05 0.23 -0.36
H 3.23572 3.26138 2.94500 -0.18 -0.13 -0.53
H 2.93037 2.37538 4.35844 0.11 -0.46 -0.04
H 3.18409 0.96418 0.87911 -0.01 0.38 -0.18
H 4.39051 2.28778 1.09169 0.05 -0.04 -0.26
H 4.84815 0.52566 1.12627 0.26 0.24 0.06
C 0.74818 -4.48229 5.04952 0.12 0.61 0.15
O 1.30180 -4.25836 6.11263 -0.03 -0.35 -0.02
N 0.66700 -3.61013 4.02932 -0.26 0.10 -0.43
C -0.16334 -3.89825 2.87984 -0.10 -0.12 0.05
C 1.30810 -2.32301 4.06555 1.70 0.07 1.04
H 0.23320 -5.42435 4.80600 0.04 -0.16 0.16
H 0.34759 -3.63365 1.95362 0.02 -0.04 0.06
H -1.09301 -3.33219 2.94271 -0.07 -0.07 -0.15
H -0.36269 -4.96997 2.86016 -0.13 0.04 -0.10
H 0.73718 -1.46566 4.41033 -0.65 -0.22 -0.36
H 2.12820 -2.37925 4.79219 -0.12 -0.23 -0.01
H 1.82316 -2.11782 3.12885 -0.55 0.12 0.01
C 0.55017 3.84363 -2.68129 -0.36 0.15 -0.61
O 1.62148 3.69615 -1.75455 0.64 -0.17 -0.11
P 2.20367 4.88816 -0.92784 0.00 0.98 -0.13
O 3.33983 4.57883 -0.06123 -0.18 -0.51 0.27
O 0.93448 5.55525 -0.24708 0.12 0.39 0.46
C 0.40418 4.98366 0.95730 -0.26 -0.35 0.04
O 2.55317 6.01416 -1.99700 -0.07 -0.25 -0.15
C 3.37922 7.12018 -1.59304 -0.13 -0.25 -0.60
H 0.24355 4.87954 -2.83314 -0.02 0.03 0.45
H -0.28223 3.23952 -2.33293 -0.05 0.03 -0.01
H 0.87245 3.50880 -3.66871 0.15 -0.30 0.20
H 1.00848 4.12801 1.25664 -0.23 -0.12 0.08
H -0.62601 4.69941 0.74889 0.08 -0.28 0.01
H 0.37362 5.69542 1.78304 0.31 0.28 -0.27
H 4.12434 7.24624 -2.37771 0.06 0.03 0.07
H 3.87872 6.90626 -0.65301 -0.06 0.12 0.12
H 2.75304 8.00935 -1.56735 0.04 0.05 0.28
C 2.79483 -2.21455 0.93078 -0.72 0.10 0.32
O 3.03397 -2.79052 -0.36076 0.50 0.35 0.08
P 2.11724 -3.94020 -0.89841 0.32 0.22 -0.05
O 1.91438 -5.07463 -0.00064 -0.23 -0.29 0.08
O 2.84079 -4.25087 -2.26969 -0.03 -0.46 -0.13
C 3.95633 -5.15483 -2.29328 -0.08 0.17 -0.19
O 0.84730 -3.14573 -1.37011 -0.33 0.21 -0.07
C -0.37115 -3.80828 -1.71567 -0.17 -0.19 -0.19
H 1.71821 -2.15813 1.12273 0.27 -0.05 -0.17
H 3.16267 -1.19352 0.92888 0.22 -0.15 -0.10
H 3.26587 -2.78729 1.72660 0.25 -0.07 -0.20
H 4.37433 -5.31896 -1.30172 -0.04 0.04 0.04
H 4.70169 -4.69988 -2.94289 0.07 -0.04 0.04
H 3.63372 -6.10599 -2.71316 -0.01 -0.02 0.04
H -1.02599 -3.87216 -0.84862 0.21 -0.14 0.09
H -0.16706 -4.79854 -2.12279 -0.07 -0.06 0.12
H -0.88728 -3.23389 -2.48287 0.22 0.17 -0.01
C -6.30038 -0.39457 -1.66732 -0.47 1.62 1.03
O -5.75908 -1.45403 -2.40908 -0.13 -0.35 -0.34
P -5.45447 -2.84498 -1.68692 -0.02 -0.21 -0.36
O -4.66200 -3.73702 -2.52328 0.19 0.10 -0.29
O -4.87548 -2.46570 -0.28665 0.16 0.21 0.21
C -3.47185 -2.15357 -0.21943 0.91 -0.61 0.06
O -6.85671 -3.41963 -1.25196 -0.44 0.23 0.26
C -7.97122 -3.40646 -2.15723 0.32 -0.66 0.37
H -7.03334 0.20358 -2.21653 0.21 -0.41 -0.58
H -5.52139 0.31113 -1.35928 0.14 -0.22 -0.12
H -6.83087 -0.65267 -0.74361 0.23 -0.62 -0.12
H -3.25954 -1.84898 0.79603 -0.05 0.18 -0.01
H -3.11140 -1.40881 -0.92988 -0.61 0.34 0.07
H -2.87525 -3.03931 -0.45584 -0.34 -0.11 0.20
H -8.46809 -4.36617 -2.02176 -0.09 0.06 -0.03
H -7.63521 -3.34987 -3.19032 -0.11 0.28 -0.05
H -8.64881 -2.61053 -1.85976 0.01 0.16 -0.27
```
Positions in Å, forces in eV/Å.

Calculated values
Total charge   -1
Calculated total energy   -6399.083562 hartree